Record 1
An isolated molecule of C4H7ClN2O in a non-equilibrium geometry, computed with ωB97M-V/def2-TZVPD.

Results
Lowest unoccupied orbital energy, Ha: 0.02737
Energy relative to the best compared isomer or geometry (same formula, charge and spin), kcal per mole: 63.74
Maximum force, eV/A: 4.71
Total energy, a.u.: -801.46137
SMILES: NN1C[C@H](CCl)C1=O

Structure (ORCA input):
```
! wB97M-V def2-TZVPD RIJCOSX def2/J DEFGRID3
* xyz 0 1
N 3.08018 -0.17452 -0.38961
N 1.74600 -0.06578 -0.00354
C 1.01513 -1.27069 0.32704
C -0.16957 -0.44947 0.61563
C -1.14816 -0.69994 -0.47779
Cl -2.62920 0.08388 -0.06257
C 0.61166 0.73566 0.13844
O 0.38307 1.95244 0.10681
H 3.59192 0.49325 0.28835
H 3.12027 0.41040 -1.18862
H 1.46690 -1.64197 1.31070
H 1.02096 -2.03552 -0.45705
H -0.62989 -0.35592 1.55331
H -0.86865 -0.39142 -1.60590
H -1.70735 -1.73547 -0.55953
*
```



Record 2
A structure of composition C25H26Cl3GeNOPZn, computed with ωB97M-V/def2-TZVPD.

Results
Lowest unoccupied orbital energy (spin up / spin down), Ha: -0.01258 / -0.01278
⟨S²⟩: 0.754
Maximum force, eV/A: 0.68
Total energy, a.u.: -6676.52615

Structure (ORCA input):
```
! wB97M-V def2-TZVPD RIJCOSX def2/J DEFGRID3
* xyz 0 2
Zn -0.91767 1.09305 0.75398
C -4.32887 2.74263 -2.50604
C -3.18826 2.43900 -1.53170
C -3.74732 2.37219 -0.11087
C -2.48115 1.15746 -1.98686
C -2.04316 1.22015 -3.44721
O -0.71418 0.63805 -3.45534
C -0.30430 0.60567 -2.17356
N -1.18728 0.86945 -1.29342
C 1.14430 0.23239 -2.04168
C 1.91580 0.43900 -3.18992
C 3.25044 0.08210 -3.22818
C 3.83275 -0.52012 -2.12177
C 3.07450 -0.73265 -0.98337
C 1.73815 -0.34256 -0.90601
P 0.83579 -0.66575 0.66914
C 1.98917 -0.09040 1.97237
C 1.85396 -0.58278 3.27188
C 2.61191 -0.04956 4.30747
C 3.49803 0.99204 4.06469
C 3.61874 1.50347 2.77934
C 2.86716 0.96831 1.74103
C 0.78033 -2.46917 0.74521
C 1.80520 -3.24270 1.28040
C 1.70602 -4.62779 1.26754
C 0.58513 -5.24225 0.71978
C -0.44221 -4.47313 0.18818
C -0.34860 -3.08891 0.20917
H -4.89153 3.61228 -2.16620
H -5.02879 1.89978 -2.54925
H -3.99306 2.95550 -3.52245
H -2.44510 3.24408 -1.57675
H -4.36779 1.48244 0.03319
H -4.36358 3.24980 0.09751
H -2.97610 2.36580 0.65971
H -3.13650 0.30275 -1.79665
H -1.94192 2.24130 -3.80822
H -2.66630 0.65038 -4.12652
H 1.45535 0.88125 -4.06021
H 3.82769 0.25982 -4.12730
H 4.87124 -0.82899 -2.14600
H 3.53350 -1.19929 -0.11946
H 1.14359 -1.37764 3.48341
H 2.49824 -0.44518 5.30994
H 4.08378 1.41087 4.87483
H 4.29434 2.32607 2.58175
H 2.96076 1.39409 0.75079
H 2.67235 -2.76920 1.72630
H 2.50196 -5.22728 1.69448
H 0.50602 -6.32362 0.72156
H -1.32939 -4.94570 -0.21623
H -1.17433 -2.49009 -0.16380
C -0.37812 2.82373 1.44645
H -0.94401 3.74659 1.29682
H 0.46518 2.96439 2.12682
Cl -4.19110 0.50840 3.13997
Ge -2.65633 -0.37272 1.85257
Cl -3.88092 -1.57944 0.44327
Cl -1.85349 -1.98737 3.14542
*
```



Record 3
A structure of composition C51H39N3O2P3SScSe2, computed with ωB97M-V/def2-TZVPD.

Results
Lowest unoccupied orbital energy, Ha: -0.00028
Energy relative to the best compared isomer or geometry (same formula, charge and spin), kcal per mole: 0.00
Maximum force, eV/A: 0.82
Total energy, a.u.: -9267.67608

Structure (ORCA input):
```
! wB97M-V def2-TZVPD RIJCOSX def2/J DEFGRID3
* xyz 0 1
Sc -0.61882 0.74739 2.30598
O -0.14614 -0.43747 4.00383
C -1.36625 -0.25840 4.32954
O -1.91022 0.84335 4.04463
C -2.21069 -1.43130 4.70496
C -2.45693 -1.83996 6.00558
C -3.26105 -2.94976 6.21902
C -3.80403 -3.64016 5.14190
C -3.55006 -3.22320 3.84393
C -2.75388 -2.10802 3.60984
P -2.31901 -1.47309 1.93833
C -3.93037 -1.16420 1.15891
C -4.97742 -0.70910 1.96054
C -6.18989 -0.34363 1.39366
C -6.36886 -0.43124 0.02060
C -5.32755 -0.87596 -0.78252
C -4.10941 -1.23193 -0.22289
C -1.56587 -2.93193 1.16044
C -0.20295 -3.13179 1.37382
C 0.44012 -4.22220 0.81025
C -0.26901 -5.11637 0.01870
C -1.62667 -4.92557 -0.19088
C -2.27578 -3.83961 0.38254
H -2.02926 -1.29920 6.84022
H -3.46410 -3.28031 7.22967
H -4.42811 -4.50757 5.31488
H -3.97751 -3.76545 3.00804
H -4.84906 -0.62214 3.03221
H -6.99134 0.01326 2.02860
H -7.31524 -0.14661 -0.42293
H -5.45347 -0.93467 -1.85626
H -3.29886 -1.54342 -0.86850
H 0.36130 -2.43582 1.98438
H 1.49889 -4.37089 0.98632
H 0.23546 -5.95982 -0.43606
H -2.18473 -5.61764 -0.80880
H -3.33382 -3.69356 0.20213
Se -0.53180 -0.22691 -5.08340
P 0.97756 -0.14658 -3.63041
C 1.99693 -1.64980 -3.57297
C 2.46668 -2.17133 -4.77974
C 3.23289 -3.32454 -4.79422
C 3.51281 -3.98738 -3.60448
C 3.02470 -3.49103 -2.40687
C 2.27267 -2.32274 -2.38740
C 2.10007 1.23453 -3.96360
C 3.34150 1.05414 -4.56605
C 4.11319 2.15111 -4.92199
C 3.64827 3.43593 -4.67597
C 2.40520 3.62186 -4.08545
C 1.63031 2.52673 -3.73905
C 0.37304 0.03766 -1.92640
C 0.84940 0.43942 -0.67653
N -0.11701 0.11325 0.21260
N -1.11433 -0.45221 -0.44643
N -0.84716 -0.51670 -1.71660
P 2.30813 1.19501 0.03947
Se 2.13207 1.16463 2.18806
C 2.41474 2.88171 -0.56137
C 3.63759 3.52382 -0.73753
C 3.66415 4.86936 -1.07079
C 2.47693 5.57881 -1.19541
C 1.25885 4.94552 -0.98900
C 1.22361 3.59657 -0.67729
C 3.75963 0.25659 -0.47179
C 4.11710 -0.88580 0.24434
C 5.16895 -1.67323 -0.19444
C 5.86946 -1.32654 -1.34304
C 5.52322 -0.18512 -2.04964
C 4.47151 0.60759 -1.61428
H 2.20277 -1.68471 -5.71125
H 3.59251 -3.71713 -5.73708
H 4.09803 -4.89857 -3.61819
H 3.22163 -4.01342 -1.47847
H 1.88784 -1.95792 -1.44393
H 3.71951 0.05597 -4.74609
H 5.07702 2.00067 -5.39275
H 4.25026 4.29309 -4.95113
H 2.03673 4.62242 -3.89781
H 0.64798 2.67591 -3.30595
H 4.56833 2.98414 -0.61477
H 4.61412 5.36540 -1.22336
H 2.50396 6.63210 -1.44535
H 0.33151 5.49834 -1.06717
H 0.26841 3.11089 -0.50737
H 3.57592 -1.15023 1.14401
H 5.44344 -2.55864 0.36522
H 6.68822 -1.94760 -1.68434
H 6.06870 0.09361 -2.94242
H 4.20920 1.49849 -2.16768
S -1.73677 2.62874 1.19560
C -2.84024 3.28785 2.42554
C -2.40410 4.18211 3.39886
C -3.28677 4.66680 4.35520
C -4.61587 4.26909 4.34995
C -5.05747 3.38341 3.37542
C -4.17816 2.89634 2.42017
H -1.36723 4.49397 3.40697
H -2.93154 5.35921 5.10905
H -5.30285 4.64658 5.09691
H -6.09396 3.06803 3.35960
H -4.52142 2.19872 1.66572
*
```



Record 4
An isolated molecule of C5H9N, computed with ωB97M-V/def2-TZVPD.

Results
Lowest unoccupied orbital energy, Ha: 0.04011
Energy relative to the best compared isomer or geometry (same formula, charge and spin), kcal per mole: 48.59
Maximum force, eV/A: 0.19
Total energy, a.u.: -250.58950

Structure (ORCA input):
```
! wB97M-V def2-TZVPD RIJCOSX def2/J DEFGRID3
* xyz 0 1
C 1.13353 0.62369 -0.92884
C -0.35407 0.65546 -1.32219
C 1.05737 0.30957 0.52969
N -0.06542 -0.33526 0.84197
C -0.40871 -1.04466 1.91136
C -1.02836 -0.24576 -0.28320
H 1.66203 -0.16431 -1.49205
H 1.63666 1.57022 -1.15494
H -0.74843 1.67410 -1.26494
H -0.53087 0.28691 -2.33538
H 1.87092 0.32656 1.24209
H 0.33173 -1.23820 2.67422
H -1.43498 -1.36525 2.00833
H -1.96837 0.15298 0.10402
H -1.19920 -1.26230 -0.64431
*
```



Record 5
A structure of composition C16H31N2O7PSi in a non-equilibrium geometry, computed with ωB97M-V/def2-TZVPD.

Results
Lowest unoccupied orbital energy, Ha: 0.01304
Maximum force, eV/A: 6.93
Total energy, a.u.: -1895.29158

Structure (ORCA input):
```
! wB97M-V def2-TZVPD RIJCOSX def2/J DEFGRID3
* xyz 0 1
C 0.53247 0.48777 -5.17709
Si 0.28007 0.48248 -3.27465
C -1.63620 0.27118 -3.02115
C 0.69846 2.22337 -2.60297
O 1.00604 -0.84783 -2.43076
P 2.68540 -0.94413 -2.55753
O 3.04733 -2.44221 -2.38795
O 3.34659 -0.46219 -4.03913
O 3.54594 -0.11712 -1.33822
C 3.04515 -0.51556 -0.03815
O 4.07098 -1.17916 0.79210
C 3.55985 -0.99860 2.14584
C 2.49325 -1.99803 2.64934
C 1.93674 -1.74218 4.09344
C 2.49020 -0.52085 4.89373
C 3.58249 0.44025 4.37712
C 4.14012 0.19561 2.95262
H -0.28103 1.12604 -5.68167
H 0.58003 -0.54781 -5.65330
H 1.53518 1.02656 -5.36721
H -1.89106 -0.14824 -1.98454
H -2.03693 -0.42972 -3.84647
H -2.19390 1.26829 -3.17634
H -0.28613 2.79282 -2.38964
H 1.20713 2.80981 -3.45272
H 1.29983 2.19713 -1.63422
H 3.61033 0.49586 -3.99433
H 2.69983 0.43822 0.48809
H 2.15006 -1.22320 -0.07885
H 2.10581 -2.88215 2.03178
H 1.12116 -2.41384 4.52906
H 2.05987 -0.31840 5.92994
H 4.01346 1.32639 4.95979
H 4.94872 0.85558 2.47791
C -5.99995 -1.57399 -1.71492
C -4.64535 -1.61851 -1.06077
O -4.02751 -0.60174 -0.77345
N -4.10786 -2.83924 -0.78867
C -4.67270 -4.14583 -1.04769
H -6.29343 -0.53487 -1.86751
H -5.96375 -2.06907 -2.68762
H -6.74288 -2.05214 -1.07313
H -3.19874 -2.78742 -0.35064
H -4.76035 -4.67640 -0.09693
H -3.98740 -4.69294 -1.69882
H -5.65093 -4.08633 -1.52027
C -0.41310 1.28875 2.87698
C 0.76981 2.13446 2.49195
O 1.71942 1.67909 1.86783
N 0.76464 3.44509 2.85899
C -0.25227 4.16656 3.59268
H -0.26237 0.27083 2.51545
H -0.51435 1.25762 3.96384
H -1.32302 1.68615 2.42187
H 1.59131 3.94619 2.56502
H -0.60108 4.99461 2.97155
H 0.20082 4.56933 4.50133
H -1.09618 3.53366 3.85904
*
```



Q: Which formula does entry 3 have?
A: C51H39N3O2P3SScSe2



Copy entry 4 word for word.
An isolated molecule of C5H9N, computed with ωB97M-V/def2-TZVPD.

Results
Lowest unoccupied orbital energy, Ha: 0.04011
Energy relative to the best compared isomer or geometry (same formula, charge and spin), kcal per mole: 48.59
Maximum force, eV/A: 0.19
Total energy, a.u.: -250.58950

Structure (ORCA input):
```
! wB97M-V def2-TZVPD RIJCOSX def2/J DEFGRID3
* xyz 0 1
C 1.13353 0.62369 -0.92884
C -0.35407 0.65546 -1.32219
C 1.05737 0.30957 0.52969
N -0.06542 -0.33526 0.84197
C -0.40871 -1.04466 1.91136
C -1.02836 -0.24576 -0.28320
H 1.66203 -0.16431 -1.49205
H 1.63666 1.57022 -1.15494
H -0.74843 1.67410 -1.26494
H -0.53087 0.28691 -2.33538
H 1.87092 0.32656 1.24209
H 0.33173 -1.23820 2.67422
H -1.43498 -1.36525 2.00833
H -1.96837 0.15298 0.10402
H -1.19920 -1.26230 -0.64431
*
```